{
  "formula": "C7H10",
  "method": "the ωB97M-V functional and the def2-TZVPD basis",
  "orbital_gap_ev": 9.9,
  "multiplicity": 1,
  "lumo_energy_ev": 1.0701,
  "smiles": "C[C@]12C=C[C@H](C1)C2",
  "de_lowest_kj_mol": 260.6,
  "total_charge": 0,
  "fmax_ha_per_bohr": 0.013,
  "elements": ["C", "C", "C", "C", "C", "C", "C", "H", "H", "H", "H", "H", "H", "H", "H", "H", "H"],
  "xyz": [[-0.462, 1.966, 0.237], [0.091, 0.545, 0.010], [-1.164, -0.169, -0.509], [-0.893, -1.454, -0.430], [0.557, -1.455, 0.028], [1.156, -0.303, -0.865], [0.575, -0.397, 1.163], [-0.355, 2.618, -0.632], [-1.554, 1.847, 0.368], [-0.129, 2.446, 1.154], [-2.050, 0.342, -0.880], [-1.537, -2.274, -0.694], [1.035, -2.430, 0.143], [0.956, -0.362, -1.939], [2.237, -0.185, -0.692], [-0.079, -0.487, 2.034], [1.616, -0.249, 1.503]],
  "atomic_forces_ev_per_a": [[0.33, 0.22, 0.04], [-0.69, -0.03, -0.03], [-0.12, -0.45, 0.00], [-0.06, -0.25, -0.15], [0.13, -0.30, -0.01], [-0.06, 0.13, -0.18], [-0.32, -0.01, 0.14], [0.27, 0.09, 0.14], [0.56, 0.18, 0.09], [0.48, 0.19, -0.15], [0.22, -0.19, 0.17], [0.13, -0.32, 0.01], [0.18, 0.24, -0.04], [-0.03, 0.00, 0.15], [-0.41, 0.41, 0.15], [-0.14, -0.26, -0.12], [-0.46, 0.35, -0.21]],
  "mulliken_charge": [-1.45, 0.72, -0.54, -0.59, -0.34, -0.61, -0.70, 0.31, 0.35, 0.36, 0.38, 0.44, 0.47, 0.30, 0.30, 0.30, 0.30]
}